213
Properties=species:S:1:pos:R:3:mulliken_charge:R:1 method="wB97M-V/def2-TZVPD" lumo_ev=0.494 e_homo_ev=-8.786 charge=0 orbital_gap_ev=9.28 multiplicity=1 energy_ev=-96196.5242
C 0.910 5.336 -5.624 -1.384
C -0.022 5.235 -4.361 -0.155
C -0.342 3.861 -3.878 -0.023
O 0.873 3.160 -3.692 0.158
C 0.684 2.025 -2.884 1.283
N 0.521 6.016 -3.207 -0.420
H 1.938 4.994 -5.428 0.164
H 0.941 6.416 -5.959 0.402
H 0.390 4.649 -6.364 0.349
H -1.004 5.641 -4.653 0.426
H -0.950 3.354 -4.710 0.201
H -0.971 3.882 -3.007 -0.197
H -0.110 1.383 -3.273 0.967
H 0.554 2.249 -1.791 -1.139
H 1.541 1.371 -2.982 -1.148
H 0.409 7.033 -3.348 0.286
H 1.502 5.910 -2.929 0.149
C 0.653 -6.371 -4.365 -1.407
C 0.931 -5.793 -2.956 0.324
C 2.206 -6.362 -2.271 -0.738
O 3.331 -6.185 -3.090 -0.151
C 4.523 -6.640 -2.590 -0.730
N 0.996 -4.371 -3.104 0.055
H 1.291 -5.920 -5.131 0.270
H -0.357 -6.096 -4.612 0.354
H 0.733 -7.471 -4.353 0.399
H 0.055 -5.927 -2.344 0.231
H 2.110 -7.445 -2.049 0.449
H 2.294 -5.812 -1.319 0.295
H 5.270 -6.311 -3.274 0.293
H 4.523 -7.746 -2.474 0.311
H 4.789 -6.256 -1.531 0.165
H 1.739 -4.124 -3.787 -0.109
H 1.248 -3.868 -2.271 -0.081
C -3.128 -2.799 3.386 -1.297
C -3.055 -1.802 2.120 0.797
C -1.809 -2.185 1.351 2.294
O -1.860 -3.534 0.915 -0.646
C -0.657 -4.132 0.522 -0.156
N -4.279 -1.906 1.346 -0.176
H -2.277 -2.670 4.060 0.092
H -2.970 -3.822 2.997 0.400
H -4.122 -2.692 3.908 0.345
H -2.901 -0.717 2.350 -0.822
H -0.996 -1.974 2.081 -0.945
H -1.675 -1.480 0.450 -0.384
H 0.030 -3.401 -0.024 -0.446
H -0.939 -4.912 -0.178 0.411
H -0.153 -4.578 1.409 0.292
H -4.112 -1.529 0.445 -0.149
H -4.414 -2.948 1.329 0.373
C -3.810 1.447 7.967 -0.738
C -5.101 1.995 7.497 0.334
C -5.525 1.554 6.139 -0.881
O -4.692 1.692 5.031 -0.062
C -4.393 3.007 4.633 -0.600
N -6.154 1.637 8.486 -0.695
H -3.950 0.379 8.339 0.359
H -3.556 2.058 8.803 0.339
H -3.076 1.675 7.182 -0.107
H -4.931 3.036 7.450 0.345
H -6.415 2.190 5.949 0.382
H -5.793 0.464 6.075 0.199
H -4.245 2.954 3.581 -0.124
H -3.509 3.349 5.165 0.237
H -5.204 3.668 4.922 0.516
H -6.101 0.579 8.459 0.320
H -7.003 1.976 8.195 0.290
C 4.941 -4.436 1.551 -1.322
C 5.895 -3.302 1.702 0.328
C 6.383 -2.956 0.315 -0.424
O 7.173 -4.023 -0.151 -0.396
C 7.436 -3.897 -1.489 -0.498
N 4.979 -2.156 2.177 -0.253
H 4.202 -4.154 0.766 0.115
H 4.296 -4.554 2.416 0.305
H 5.417 -5.414 1.472 0.388
H 6.605 -3.572 2.478 0.508
H 6.984 -1.968 0.384 0.273
H 5.531 -2.880 -0.330 0.170
H 7.893 -2.950 -1.704 0.337
H 6.466 -3.833 -2.098 0.014
H 7.981 -4.733 -1.846 0.341
H 4.370 -2.476 2.918 -0.072
H 5.484 -1.409 2.650 0.266
C 0.539 -3.466 5.427 -2.000
C 1.106 -2.633 4.329 1.220
C 2.227 -1.710 4.994 -0.354
O 3.424 -2.403 5.215 -0.390
C 4.419 -1.543 5.646 -0.776
N 1.518 -3.418 3.197 -0.075
H 0.401 -2.955 6.394 0.381
H 1.221 -4.267 5.706 0.451
H -0.398 -3.951 5.176 0.466
H 0.386 -1.933 3.915 -0.642
H 1.795 -1.211 5.884 0.590
H 2.306 -0.908 4.251 0.046
H 4.224 -1.036 6.620 0.294
H 4.638 -0.779 4.926 0.265
H 5.273 -2.196 5.752 0.280
H 2.262 -4.025 3.611 0.380
H 2.016 -2.839 2.512 -0.184
C -5.458 1.801 0.782 -0.039
C -6.036 1.162 -0.465 -0.379
C -4.987 0.935 -1.532 0.158
O -4.234 2.063 -1.918 -0.301
C -3.177 1.702 -2.681 0.370
N -6.615 -0.168 -0.177 -0.622
H -4.738 1.099 1.240 -0.451
H -6.255 1.933 1.619 0.321
H -5.075 2.777 0.562 0.140
H -6.690 1.830 -0.966 0.605
H -5.494 0.491 -2.425 0.404
H -4.351 0.120 -1.105 -0.461
H -2.345 1.153 -2.215 -0.285
H -2.844 2.568 -3.192 -0.330
H -3.569 1.064 -3.539 0.375
H -7.588 -0.098 0.028 0.288
H -6.158 -0.536 0.647 0.157
C 2.487 3.874 -0.068 -0.707
C 3.663 3.758 -1.004 -0.608
C 3.963 2.305 -1.094 0.937
O 4.957 2.041 -2.067 -0.472
C 5.303 0.663 -2.109 -0.476
N 3.358 4.445 -2.199 -0.523
H 2.716 3.685 0.992 0.132
H 1.686 3.217 -0.496 -0.144
H 2.072 4.896 -0.065 0.512
H 4.448 4.252 -0.493 0.582
H 3.002 1.719 -1.367 -0.582
H 4.257 1.986 -0.080 0.453
H 5.532 0.421 -3.153 0.303
H 4.381 0.087 -1.894 0.134
H 6.218 0.413 -1.413 0.227
H 4.138 4.441 -2.828 0.312
H 2.549 4.122 -2.759 0.058
C -5.796 5.677 -1.786 -1.315
C -4.418 6.282 -1.853 0.245
C -3.720 5.794 -0.637 0.080
O -2.298 5.885 -0.942 -0.266
C -1.511 5.643 0.232 -0.477
N -3.887 5.906 -3.107 -0.731
H -5.852 4.592 -1.759 0.094
H -6.331 6.131 -2.662 0.404
H -6.343 6.122 -0.890 0.366
H -4.559 7.367 -1.846 0.446
H -3.901 4.683 -0.576 -0.445
H -3.907 6.395 0.268 0.555
H -1.408 4.559 0.441 0.050
H -2.013 6.036 1.135 0.395
H -0.500 6.008 0.151 0.160
H -3.662 4.878 -3.140 0.208
H -2.939 6.381 -3.207 0.326
C -1.593 -0.935 -5.223 -1.584
C -1.658 -1.368 -3.749 1.252
O -2.977 -1.754 -3.545 -0.354
C -3.239 -2.574 -2.452 0.511
C -3.191 -4.039 -2.724 -1.626
H -2.177 0.022 -5.280 0.293
H -0.608 -0.725 -5.642 0.227
H -2.152 -1.616 -5.790 0.499
H -0.867 -2.101 -3.592 0.138
H -1.404 -0.496 -3.080 -0.535
H -2.504 -2.338 -1.672 -0.290
H -4.204 -2.314 -2.007 0.395
H -3.432 -4.631 -1.892 0.500
H -2.260 -4.317 -3.175 0.134
H -3.870 -4.327 -3.537 0.405
C 2.019 -1.077 -0.001 -0.262
C 1.398 -0.094 0.989 0.973
O 0.127 0.250 0.427 0.943
C -0.491 1.341 1.171 0.627
C -1.714 1.768 0.407 0.531
H 1.902 -0.750 -0.993 0.271
H 3.070 -1.374 0.306 0.137
H 1.375 -2.018 0.059 -0.855
H 1.246 -0.569 1.948 -0.603
H 1.966 0.822 1.076 -0.532
H -0.697 0.980 2.174 0.254
H 0.379 2.069 1.269 -0.271
H -2.258 0.997 -0.100 -0.729
H -1.430 2.490 -0.342 -0.749
H -2.401 2.204 1.171 -0.072
C 2.413 2.396 3.878 -1.020
C 0.950 2.604 4.201 -0.043
O 0.275 1.375 4.441 -0.155
C -1.131 1.495 4.585 -0.537
C -1.726 0.096 4.533 -0.117
H 2.494 1.722 3.008 -0.057
H 3.015 3.237 3.668 0.464
H 2.784 1.824 4.722 0.360
H 0.785 3.304 5.069 0.380
H 0.329 3.108 3.399 0.108
H -1.507 1.995 5.522 0.503
H -1.554 2.148 3.755 0.005
H -1.178 -0.481 3.759 -0.945
H -2.737 0.182 4.212 0.285
H -1.623 -0.397 5.458 0.813
C 2.894 0.703 -4.919 0.221
C 3.771 0.088 -5.975 -0.890
O 4.394 -1.208 -5.563 -0.355
C 3.517 -2.303 -5.454 0.292
C 4.364 -3.476 -5.151 -0.676
H 2.293 1.520 -5.316 0.091
H 2.237 -0.093 -4.577 0.012
H 3.442 1.026 -4.060 0.036
H 3.103 -0.249 -6.780 0.410
H 4.596 0.687 -6.257 0.369
H 2.755 -2.052 -4.684 -0.039
H 2.961 -2.464 -6.447 0.206
H 5.107 -3.087 -4.542 0.329
H 4.866 -3.947 -6.022 0.268
H 3.862 -4.246 -4.547 -0.105